(1)
C26H38BrNOP2Sr as an isolated structure, computed with ωB97M-V/def2-TZVPD.

Cartesian coordinates (Å):
C -3.0488 -2.7751 -0.4964
C -3.1017 -1.3686 -0.5943
C -4.1009 -0.6787 0.1322
C -5.1159 -1.4375 0.7607
N -5.0930 -2.7712 0.7583
C -4.1115 -3.4450 0.1586
C -2.1612 -0.6470 -1.3825
C -1.3611 -0.0215 -2.1207
C -0.9047 0.6185 -3.3078
C 0.2839 1.3483 -3.4696
C 0.5669 1.9474 -4.6989
C -0.3426 1.7915 -5.7649
C -1.5192 1.0614 -5.6158
C -1.7921 0.4887 -4.3970
Sr 0.2321 -0.0601 -0.1892
P -0.3438 -1.0482 2.4024
H -4.1539 0.3999 0.1364
H -2.2566 -3.3469 -0.9636
H -5.9639 -0.9324 1.2192
H -4.1641 -4.5332 0.1418
H -2.7111 -0.0802 -4.2471
H 1.0004 1.4318 -2.6109
H -2.1991 0.9596 -6.4508
H 1.4777 2.5173 -4.8048
C 1.0617 -0.6990 3.5286
C 0.7368 -0.6975 5.0017
H 1.3790 0.3055 3.2125
H 1.9325 -1.3368 3.3359
H 1.5988 -0.4443 5.6182
H -0.0360 0.0302 5.2416
H 0.3842 -1.6705 5.3307
C -1.8942 -0.3352 3.0713
C -2.7113 -1.2360 3.9790
H -2.4894 -0.1313 2.1654
H -1.7598 0.6476 3.5407
H -3.6393 -0.7561 4.3096
H -3.0148 -2.1522 3.4655
H -2.1572 -1.5219 4.8734
C -0.5484 -2.8561 2.1373
C -0.2669 -3.7213 3.3527
H 0.1865 -3.0726 1.3439
H -1.5147 -3.1331 1.6970
H -0.3766 -4.7861 3.1388
H 0.7506 -3.5772 3.7166
H -0.9431 -3.4906 4.1718
Br 0.0706 2.5916 -7.4293
P -0.0373 2.7647 0.4006
C -0.4013 3.0587 2.1607
C 0.0060 4.4368 2.6309
H 0.1695 2.2741 2.6863
H -1.4495 2.8568 2.4162
H -0.2055 4.5831 3.6897
H 1.0738 4.6052 2.4887
H -0.5264 5.2112 2.0827
C 1.5694 3.4760 -0.1180
C 1.4692 4.9041 -0.5997
H 1.9044 2.8078 -0.9285
H 2.3380 3.3884 0.6644
H 2.4376 5.2973 -0.9063
H 0.8016 4.9916 -1.4563
H 1.0833 5.5511 0.1845
C -1.3996 3.2888 -0.7013
C -2.0967 4.5617 -0.2401
H -2.0989 2.4411 -0.6772
H -1.1090 3.3862 -1.7575
H -2.9215 4.8329 -0.9039
H -2.5124 4.4428 0.7627
H -1.4007 5.4014 -0.2166
O 3.1697 -2.1828 -1.6620
C 2.2685 -1.6512 -1.1973

Properties
2S+1   1
Total charge   +2

(2)
C26H38Cl3N12NaS2Si as an isolated structure, computed with ωB97M-V/def2-TZVPD.

Cartesian coordinates (Å):
Na -0.1164 -0.5821 0.4318
C -4.0397 0.5446 -4.4602
C -2.5936 0.5045 -4.9453
N -1.7920 -0.5109 -4.2907
C -1.4402 -0.3858 -2.9478
S -1.0684 -1.8408 -2.1331
N -1.4334 0.8666 -2.5301
N -1.0393 1.0486 -1.2314
C -1.1752 2.2580 -0.8236
C -1.7614 3.3274 -1.7038
C -0.7962 2.5777 0.5836
C -0.6577 3.8946 1.0258
C -0.4185 4.1397 2.3683
C -0.3246 3.0756 3.2432
C -0.4090 1.7973 2.7105
N -0.6189 1.5554 1.4270
H -4.6236 1.2823 -5.0178
H -4.0673 0.8039 -3.4015
H -4.5176 -0.4309 -4.5819
H -2.1206 1.4686 -4.7624
H -2.5576 0.3116 -6.0224
H -2.0464 -1.4661 -4.4926
H -2.7286 2.9848 -2.0756
H -1.1377 3.4879 -2.5874
H -1.9008 4.2706 -1.1833
H -0.7200 4.7201 0.3325
H -0.3043 5.1584 2.7207
H -0.1557 3.2118 4.3022
H -0.2871 0.9272 3.3466
C -4.7518 -3.8356 0.2104
C -3.6845 -2.9191 -0.3785
N -3.8852 -1.5307 -0.0096
C -3.5346 -1.0043 1.1850
S -4.1057 0.5281 1.5901
N -2.8026 -1.7792 2.0479
N -1.6026 -2.1094 1.6385
C -0.8603 -2.8413 2.4449
C -1.2900 -3.2003 3.8353
C 0.4241 -3.3058 1.9348
C 1.2069 -4.2017 2.6909
C 2.4075 -4.6577 2.1870
C 2.8274 -4.2368 0.9338
C 2.0061 -3.3455 0.2604
N 0.8564 -2.8888 0.7257
H -4.5625 -4.8757 -0.0660
H -5.7487 -3.5626 -0.1469
H -4.7439 -3.7571 1.2986
H -3.6724 -2.9700 -1.4685
H -2.6945 -3.2178 -0.0475
H -4.6491 -1.0355 -0.4436
H -2.1943 -2.6426 4.0724
H -0.5145 -2.9422 4.5626
H -1.5114 -4.2682 3.9561
H 0.8672 -4.5231 3.6648
H 3.0166 -5.3347 2.7757
H 3.7683 -4.5519 0.5040
H 2.2953 -2.9681 -0.7173
C 3.5145 0.3657 -1.2291
N 2.1658 0.4370 -1.7917
C 1.9089 1.8112 -2.2149
N 2.8941 2.2730 -3.2115
C 4.2279 2.1483 -2.6181
N 4.5401 0.7800 -2.2042
C 4.4222 -0.0828 -3.3780
N 3.0947 -0.0314 -3.9901
C 2.1034 -0.4251 -2.9699
C 2.8231 1.3601 -4.3555
H 3.7197 -0.6579 -0.9090
H 3.5779 1.0151 -0.3549
H 1.9540 2.4648 -1.3401
H 0.9122 1.8630 -2.6544
H 4.2861 2.7993 -1.7428
H 4.9719 2.4737 -3.3534
H 4.6333 -1.1129 -3.0796
H 5.1653 0.2282 -4.1208
H 2.2886 -1.4581 -2.6702
H 1.1057 -0.3744 -3.4039
H 1.8224 1.4185 -4.7904
H 3.5573 1.6776 -5.1041
Cl 4.4399 -1.0061 2.1538
Si 2.4528 -0.0786 2.4111
Cl 2.3885 -0.1263 4.6209
Cl 3.1464 2.0334 2.1997

Properties
2S+1   1
Total charge   -2
Energy relative to the best compared isomer or geometry (same formula, charge and spin)   149.1 kJ/mol

(3)
A 8-piece molecular cluster, C26H38ClN7O17 overall, computed with ωB97M-V/def2-TZVPD.

Cartesian coordinates (Å):
C -1.3420 5.3340 -3.3709
O -0.2673 4.7824 -4.0810
C -0.6838 3.6933 -4.8960
C -0.8791 2.4865 -4.0096
C -2.0792 1.8062 -3.8881
C -2.2013 0.7328 -3.0077
C -1.1094 0.3519 -2.2373
C 0.1158 1.0160 -2.3582
C 0.2193 2.0726 -3.2493
C 1.2478 0.5858 -1.5068
O 2.3895 0.5931 -1.8830
C 0.8492 0.1497 -0.1432
C 1.6542 0.3664 0.9670
C 1.1888 -0.0293 2.2108
C -0.0607 -0.6426 2.3595
C -0.5627 -1.0636 3.7250
C -0.5434 0.0955 4.7333
C -1.1262 1.3886 4.1799
Cl -1.5501 -0.3947 6.1462
C -0.8426 -0.8989 1.2348
C -0.3834 -0.4965 -0.0134
C -1.1804 -0.7477 -1.2445
O -1.7861 -1.7730 -1.4120
H -1.8004 4.6287 -2.6735
H -0.9974 6.1814 -2.7880
H -2.1231 5.6985 -4.0465
H -1.6209 3.9415 -5.3781
H 0.0938 3.5305 -5.6322
H -2.9380 2.1126 -4.4638
H -3.1281 0.1927 -2.9023
H 1.1437 2.6234 -3.3574
H 2.6203 0.8337 0.8601
H 1.7694 0.1134 3.1099
H 0.0093 -1.9060 4.1028
H -1.6103 -1.3303 3.6235
H 0.4673 0.2692 5.0820
H -1.9589 1.1923 3.5100
H -1.4718 2.0114 4.9977
H -0.3673 1.9522 3.6470
H -1.7923 -1.4037 1.3249
C 1.3415 -3.7596 0.2149
N 1.7375 -3.4450 1.6120
O 2.6807 -2.6998 1.7859
O 1.0847 -3.9495 2.5045
H 2.0100 -3.2348 -0.4561
H 1.4268 -4.8331 0.0920
H 0.3127 -3.4315 0.0838
C 2.2465 -4.3349 5.2302
N 2.6471 -3.9916 6.6236
O 3.5799 -3.2294 6.7753
O 2.0029 -4.4949 7.5208
H 2.8997 -3.8118 4.5438
H 2.3374 -5.4113 5.1216
H 1.2169 -4.0235 5.1005
C -5.3925 6.2151 -1.2076
N -4.3426 5.1612 -1.1378
O -4.5151 4.1471 -1.7811
O -3.3802 5.3958 -0.4386
H -6.1818 5.8681 -1.8634
H -5.7584 6.3752 -0.1982
H -4.9234 7.1146 -1.5940
C -2.7281 -3.2546 7.9144
N -3.7766 -4.0617 8.5983
O -4.7951 -4.3035 7.9840
O -3.5375 -4.4228 9.7310
H -3.0787 -3.0050 6.9207
H -2.5650 -2.3614 8.5093
H -1.8262 -3.8577 7.8749
C 5.4351 1.0864 -2.8531
N 6.0432 1.8927 -3.9467
O 6.2018 3.0805 -3.7562
O 6.3407 1.3000 -4.9633
H 5.2236 1.7424 -2.0180
H 4.5223 0.6436 -3.2378
H 6.1536 0.3188 -2.5817
C -3.7626 2.7174 -8.8970
N -2.8455 3.0198 -7.7649
O -1.6780 3.2201 -8.0151
O -3.3360 3.0443 -6.6521
H -3.1871 2.7300 -9.8146
H -4.1926 1.7379 -8.7117
H -4.5340 3.4811 -8.9016
C 5.7273 -5.7108 -0.2333
N 4.2539 -5.8641 -0.0917
O 3.8258 -6.3531 0.9322
O 3.5675 -5.4758 -1.0157
H 6.1980 -6.0939 0.6639
H 6.0280 -6.2740 -1.1113
H 5.9300 -4.6526 -0.3667

Properties
2S+1   1
Total charge   0

Computed molar mass, in the same sequence as the records: 610.07; 740.24; 756.08 g mol⁻¹.
Computed gap between HOMO and LUMO, in the same sequence as the records: 7.532; 5.289; 8.721 eV.